# 1
# C6H15NS

A 2-piece molecular cluster, C6H15NS overall (the ωB97M-V functional and the def2-TZVPD basis, OMol25).

Each line ends with the Mulliken charge.
Positions of all 23 atoms, in Å:
C1 0.557 -0.251 1.787  -0.703
C2 1.164 0.964 1.077  -1.014
C3 0.296 1.879 0.104  -0.531
S1 -1.343 2.097 0.790  -0.086
C4 -0.145 -1.093 0.720  -0.311
N1 0.550 -1.454 -0.491  0.023
C5 -0.264 -2.054 -1.554  -0.270
C6 0.661 -2.226 -2.791  -1.108
H1 -0.255 0.242 2.337  0.347
H2 1.169 -0.769 2.522  0.414
H3 1.362 1.680 1.874  0.440
H4 2.158 0.661 0.703  0.416
H5 0.392 1.594 -0.949  0.381
H6 0.848 2.828 0.183  0.374
H7 -2.132 1.005 -0.808  0.148
H8 -1.008 -0.442 0.437  0.017
H9 -0.517 -1.992 1.217  0.427
H10 0.992 -0.586 -0.849  0.315
H11 -0.785 -2.916 -1.139  0.438
H12 -1.041 -1.335 -1.833  0.245
H13 1.359 -3.052 -2.629  0.318
H14 0.182 -2.359 -3.764  0.367
H15 1.275 -1.313 -2.844  0.352

Output
Total charge ... +1
E_LUMO (alpha / beta) ... -5.365 / -7.905 eV
F_max ... 0.0898 hartree/bohr
Total energy ... -690.10372 a.u.
Energy above the lowest of the compared OMol25 structures with the same formula, charge and spin ... 3.3770 eV
Expectation value of S² ... 0.762
Spin multiplicity ... 2
Highest occupied orbital energy (alpha / beta) ... -13.2717 / -13.0585 eV



# 2
# C39H29AsF5N3O7STeTi

C39H29AsF5N3O7STeTi as an isolated structure (the ωB97M-V functional and the def2-TZVPD basis, OMol25).

Each line ends with the Mulliken charge.
Positions of all 87 atoms, in Å:
Ti1 1.455 -1.987 0.715  -0.148
O1 -0.368 0.182 5.258  -0.685
C1 -1.345 0.493 4.349  0.792
C2 -2.485 1.077 4.839  -0.769
C3 -3.565 1.117 4.040  -0.514
C4 -3.499 0.980 2.674  -0.953
C5 -2.271 0.508 2.136  -0.258
C6 -1.208 0.231 3.015  0.013
C7 0.036 -0.305 2.412  0.743
O2 0.109 -0.673 1.181  -0.116
N1 1.082 -0.493 3.267  -1.003
N2 2.095 -1.113 2.571  0.742
C8 3.332 -1.053 2.994  -0.528
C9 4.445 -1.397 2.095  1.012
C10 5.670 -1.842 2.648  -1.175
C11 6.693 -2.164 1.777  -0.521
C12 6.553 -2.217 0.396  -0.536
C13 5.311 -1.868 -0.106  -0.067
C14 4.277 -1.504 0.712  0.312
O3 3.031 -1.290 0.122  -0.517
H1 0.413 -0.137 4.762  0.644
H2 -2.592 1.289 5.905  0.374
H3 -4.488 1.288 4.515  0.433
H4 -4.330 1.045 1.983  0.627
H5 -2.041 0.344 1.010  0.207
H6 3.646 -0.857 3.974  0.431
H7 5.881 -1.728 3.721  0.414
H8 7.635 -2.462 2.159  0.436
H9 7.392 -2.448 -0.332  0.333
H10 5.065 -1.877 -1.172  0.414
F1 -0.348 -4.536 -1.847  -0.388
Te1 -0.907 -2.795 -1.732  2.088
F2 -2.575 -3.217 -2.498  -0.384
F3 -1.515 -1.007 -1.437  -0.454
F4 -1.603 -3.276 -0.114  -0.443
F5 -0.185 -2.285 -3.401  -0.403
O4 0.698 -2.331 -0.949  -0.393
O5 3.646 -5.758 -0.235  -0.670
S1 3.642 -5.284 1.104  1.051
O6 4.885 -5.004 1.745  -0.602
N3 2.592 -3.936 1.175  0.200
C15 1.475 -4.282 1.771  1.161
O7 0.535 -3.435 1.863  -0.618
C16 1.372 -5.636 2.283  -0.222
C17 0.343 -6.287 2.899  -0.438
C18 0.592 -7.547 3.422  -0.578
C19 1.827 -8.171 3.278  -0.404
C20 2.869 -7.553 2.610  -0.603
C21 2.575 -6.298 2.120  0.276
H11 -0.592 -5.777 3.036  0.575
H12 -0.229 -7.978 4.018  0.362
H13 1.986 -9.117 3.829  0.350
H14 3.852 -8.069 2.466  0.405
C22 -1.993 5.789 -7.037  -0.550
C23 -0.966 4.872 -6.843  -0.506
C24 -0.969 4.038 -5.740  -0.633
C25 -1.971 4.182 -4.769  -0.035
C26 -3.003 5.084 -4.909  0.091
C27 -3.061 5.808 -6.102  -0.572
As1 -1.812 2.785 -3.363  0.393
C28 -0.599 3.664 -2.151  0.182
C29 0.091 2.753 -1.355  -0.786
C30 1.114 3.193 -0.525  0.049
C31 1.487 4.519 -0.406  -0.927
C32 0.775 5.362 -1.168  -0.285
C33 -0.254 4.984 -2.005  -0.150
C34 -3.517 3.167 -2.396  0.140
C35 -3.464 3.470 -1.058  -0.369
C36 -4.647 3.339 -0.228  -0.687
C37 -5.836 3.140 -0.807  -0.674
C38 -5.897 2.897 -2.187  -0.464
C39 -4.743 2.914 -2.938  -0.164
H15 -2.022 6.597 -7.778  0.346
H16 -0.162 4.730 -7.517  0.406
H17 -0.247 3.285 -5.510  0.389
H18 -3.871 5.109 -4.207  0.338
H19 -3.872 6.436 -6.337  0.416
H20 -0.081 1.734 -1.499  0.566
H21 1.671 2.402 0.076  0.198
H22 2.145 4.827 0.385  0.391
H23 0.930 6.448 -1.301  0.281
H24 -0.662 5.679 -2.700  0.461
H25 -2.525 3.678 -0.573  0.372
H26 -4.492 3.380 0.815  0.607
H27 -6.718 3.020 -0.254  0.436
H28 -6.817 2.562 -2.663  0.351
H29 -4.876 2.594 -3.977  0.384

Output
E_LUMO ... -1.534 eV
F_max ... 0.0789 hartree/bohr
Total energy ... -6445.38701 a.u.
Energy above the lowest of the compared OMol25 structures with the same formula, charge and spin ... 0.6643 eV
Spin multiplicity ... 1
Highest occupied orbital energy ... -8.4584 eV



# 3
# C3H2ClFO

An isolated molecule of C3H2ClFO (the ωB97M-V functional and the def2-TZVPD basis, OMol25).

Each line ends with the Mulliken charge.
Positions of all 8 atoms, in Å:
C1 -1.087 0.084 -0.326  -0.313
C2 0.211 -0.247 -0.364  0.565
C3 1.077 0.227 0.738  -0.004
H1 -1.538 0.349 0.598  0.309
H2 0.448 0.427 1.636  0.223
O1 2.268 0.237 0.772  -0.433
F1 0.767 -0.836 -1.451  -0.225
Cl1 -2.147 -0.240 -1.603  -0.122

Output
E_LUMO ... -0.232 eV
F_max ... 0.0317 hartree/bohr
Total energy ... -750.76680 a.u.
SMILES string ... O=C/C(F)=C/Cl
Energy above the lowest of the compared OMol25 structures with the same formula, charge and spin ... 0.2765 eV
Spin multiplicity ... 1
Highest occupied orbital energy ... -10.2710 eV